# C20H22Cl3N6PdSSbSi

A structure of composition C20H22Cl3N6PdSSbSi (wB97M-V/def2-TZVPD, the Open Molecules 2025 dataset).

Relative energy (zero: lowest compared OMol25 entry of this formula, charge and spin): 0.000 eV
HOMO energy (alpha / beta): -13.018 / -14.789 eV

Geometry as ORCA input:
```
! RIJCOSX wB97M-V def2-TZVPD def2/J DEFGRID3
* xyz 2 5
C -0.7364 4.6128 0.4868
H -4.4506 -3.1213 -0.9650
N 1.0226 -3.3197 -0.7020
Pd -0.1242 -0.3222 0.4393
H 4.9731 -0.1916 -0.9148
C -3.9843 -1.6106 -2.4096
H -2.8533 4.7314 0.7867
C -2.0622 0.2185 2.9911
S 0.8754 -2.1268 1.6896
N 0.0921 2.4702 0.1570
C -3.7341 -2.3862 -1.3054
H 4.5593 -0.2800 -3.3721
H 2.3386 0.5194 1.5666
N -1.6136 -1.3345 -0.9595
H 0.3505 -2.6381 -1.0212
C 2.8983 -0.0641 -0.4269
H 3.4477 -0.8505 1.5077
C 3.9680 -0.1631 -1.3140
C 2.4329 -0.0486 -3.1197
Sb -0.4560 0.7329 -3.0447
H -0.5873 5.6809 0.5758
H 2.2239 0.0194 -4.1799
N 2.2358 -4.2537 1.0041
H -3.1928 -2.9051 1.3292
C 3.1880 0.0964 1.0354
H 2.5223 -5.0281 0.4261
H 2.4594 3.4482 0.1656
N 1.6327 -0.0390 -0.8760
C -1.8306 -0.6030 -2.0847
H -3.2025 2.2531 0.5852
H 4.0381 0.7680 1.1540
C -2.5531 -2.2317 -0.5781
H 2.5207 -4.2586 1.9697
H -1.4569 -2.9937 1.1219
C 3.7392 -0.1945 -2.6714
Cl 0.3865 1.7965 3.8793
H 1.3241 -4.0371 -1.3429
C 1.7586 4.2766 0.0834
H -4.9079 -1.7094 -2.9642
C -2.2254 2.7040 0.5010
H -3.1544 -0.1029 -3.6909
C 1.4121 -3.3072 0.5661
C 1.3960 0.0381 -2.2034
N -2.1293 -0.4181 2.0311
Cl -1.5851 0.2834 6.1006
C -2.0124 4.0723 0.6073
C -3.0072 -0.7101 -2.8062
H 1.8866 4.7414 -0.8957
C 0.3562 3.7919 0.2494
Si -1.5204 1.3252 4.4034
C -1.0693 1.9730 0.2631
Cl -2.6843 2.9490 4.4146
H 2.0021 5.0261 0.8351
H -2.5095 -4.1601 0.3070
C -2.3977 -3.1191 0.6149
*
```